No. 1
Here is 3 unconnected molecules or ions with the total composition C41H34NO4 at a distorted geometry from OMol25. Energies are from ωB97M-V with the def2-TZVPD basis set.

Summary:
* maximum force: 0.0639 hartree/bohr
* LUMO level: 0.2 eV
* charge: -1
* E_HOMO: -1.45 eV

XYZ file:
```
80
Properties=species:S:1:pos:R:3:lowdin_charge:R:1
C -4.11 -2.85 -2.68 -0.0903
C -3.46 -1.72 -3.57 -0.4406
N -4.11 -0.63 -3.71 0.0927
C -2.06 -2.06 -4.17 -0.2974
C -1.79 -1.46 -5.60 -0.2836
C -1.09 -0.03 -5.38 -0.3119
C -0.04 0.33 -6.49 -0.2253
C 1.39 0.75 -5.95 -0.1813
C 1.38 1.66 -4.69 -0.2205
C 0.63 2.91 -4.59 -0.0397
C 0.64 3.71 -3.37 -0.0864
C 1.42 3.22 -2.24 -0.1099
C 2.19 1.98 -2.28 -0.0856
C 2.15 1.23 -3.54 -0.0539
H -4.15 -3.84 -3.19 0.0623
H -5.10 -2.52 -2.25 0.0482
H -3.42 -2.96 -1.79 0.0676
H -3.53 -0.01 -4.29 0.0162
H -2.02 -3.19 -4.28 0.0828
H -1.28 -1.80 -3.39 0.0850
H -1.09 -2.13 -6.19 -0.0098
H -0.71 0.04 -4.32 0.0803
H -1.94 0.72 -5.48 0.0676
H -0.42 1.17 -7.15 0.0940
H 0.11 -0.60 -7.10 0.0877
H 2.00 -0.18 -5.81 0.1047
H 1.88 1.36 -6.77 0.1058
H 0.05 3.21 -5.50 0.1083
H 0.07 4.66 -3.33 0.0876
H 1.46 3.78 -1.27 0.0798
H 2.81 1.60 -1.44 0.0867
H 2.73 0.28 -3.61 0.0967
C -6.68 -3.71 0.53 -0.0522
C -5.73 -2.73 0.77 -0.0557
C -4.66 -2.99 1.62 0.0069
C -4.55 -4.23 2.23 -0.0841
C -5.52 -5.21 2.00 -0.0878
C -6.58 -4.95 1.14 -0.0007
C -5.43 -6.53 2.69 -0.2800
O -6.28 -7.38 2.49 0.0971
C -4.31 -6.78 3.62 -0.0829
C -4.25 -7.98 4.32 -0.0044
C -3.20 -8.23 5.19 -0.0653
C -2.19 -7.28 5.36 -0.0641
C -2.25 -6.08 4.67 -0.0019
C -3.32 -5.82 3.81 -0.0815
C -3.39 -4.51 3.11 -0.2787
O -2.51 -3.68 3.27 0.1063
H -7.52 -3.51 -0.13 0.1099
H -5.82 -1.75 0.30 0.1135
H -3.92 -2.22 1.80 0.1241
H -7.33 -5.71 0.96 0.1188
H -5.02 -8.73 4.18 0.1186
H -3.15 -9.17 5.73 0.1038
H -1.37 -7.48 6.03 0.1044
H -1.47 -5.34 4.82 0.1202
C 7.63 3.91 0.13 -0.0552
C 8.52 4.31 1.12 -0.0608
C 8.04 4.85 2.30 -0.0044
C 6.67 4.99 2.50 -0.0856
C 5.78 4.61 1.50 -0.0804
C 6.26 4.05 0.31 0.0061
C 4.32 4.80 1.67 -0.2763
O 3.54 4.46 0.80 0.1080
C 3.82 5.42 2.92 -0.0805
C 2.46 5.66 3.07 0.0039
C 1.98 6.23 4.25 -0.0568
C 2.86 6.56 5.27 -0.0612
C 4.22 6.32 5.12 -0.0038
C 4.70 5.77 3.94 -0.0849
C 6.16 5.55 3.78 -0.2796
O 6.94 5.84 4.67 0.0980
H 8.00 3.48 -0.80 0.1084
H 9.58 4.21 0.97 0.1054
H 8.73 5.16 3.07 0.1187
H 5.57 3.74 -0.46 0.1236
H 1.77 5.41 2.28 0.1232
H 0.92 6.42 4.36 0.1076
H 2.49 6.99 6.19 0.1054
H 4.90 6.58 5.92 0.1189
```

***

No. 2
Here is a molecular structure, C31H34N3O3S3SbTl from OMol25. Energies are from ωB97M-V with the def2-TZVPD basis set.

Summary:
* maximum force: 0.0092 hartree/bohr
* multiplicity: 2
* LUMO level (spin up / spin down): 4.0 / 4.0 eV
* charge: -2
* E_HOMO (spin up / spin down): -0.22 / -1.35 eV
* energy above the lowest of the compared OMol25 structures with the same formula, charge and spin: 0.4798 eV

XYZ file:
```
76
Properties=species:S:1:pos:R:3:mulliken_spin:R:1
Tl -2.06 -1.95 -0.70 0.1150
C -6.18 -1.63 -1.04 0.0054
C -5.36 -1.40 0.20 0.0069
C -4.90 -0.13 0.54 0.0093
C -4.11 0.07 1.66 0.0060
C -3.57 1.44 1.97 0.0017
C -3.79 -1.02 2.46 -0.0098
C -4.22 -2.30 2.14 -0.0123
C -3.83 -3.49 2.97 0.0498
C -5.01 -2.48 1.01 -0.0009
H -7.24 -1.74 -0.79 0.0004
H -5.85 -2.53 -1.54 0.0014
H -6.08 -0.79 -1.73 -0.0039
H -5.12 0.71 -0.11 -0.0019
H -3.14 1.90 1.08 -0.0006
H -2.79 1.39 2.73 0.0000
H -4.36 2.11 2.34 -0.0004
H -3.14 -0.88 3.32 -0.0016
H -4.68 -3.84 3.58 0.0007
H -3.01 -3.25 3.65 -0.0032
H -3.55 -4.33 2.33 -0.0054
H -5.28 -3.49 0.71 -0.0115
C 1.31 3.36 1.94 0.0000
O 2.37 2.43 1.76 -0.0002
C 2.11 1.16 2.22 0.0006
C 2.83 0.70 3.31 0.0001
C 2.63 -0.58 3.80 0.0003
C 1.70 -1.41 3.19 0.0026
C 0.99 -0.96 2.09 -0.0500
C 1.19 0.32 1.59 0.0061
N 0.45 0.78 0.49 -0.0087
C 1.00 1.31 -0.66 0.0041
N 2.31 0.94 -0.96 0.0038
C 2.86 -0.30 -0.53 -0.0007
C 2.31 -1.57 -0.82 0.0019
C 3.01 -2.68 -0.28 0.0128
C 4.18 -2.55 0.44 0.0002
C 4.74 -1.30 0.66 0.0004
C 4.07 -0.19 0.17 0.0002
O 4.52 1.10 0.33 0.0001
C 5.67 1.29 1.12 0.0001
N 0.29 2.11 -1.36 -0.0007
C 0.79 2.58 -2.58 0.0014
C 1.73 3.59 -2.62 0.0001
C 2.22 4.10 -3.82 0.0000
C 1.76 3.57 -5.01 0.0000
C 0.80 2.56 -5.00 0.0000
C 0.30 2.07 -3.81 -0.0006
O -0.65 1.12 -3.74 -0.0016
C -0.83 0.33 -4.91 0.0013
H 1.66 4.31 1.55 0.0000
H 1.07 3.47 3.00 0.0000
H 0.42 3.06 1.39 0.0001
H 3.54 1.38 3.77 -0.0001
H 3.20 -0.93 4.65 -0.0001
H 1.55 -2.42 3.54 0.0012
H 0.30 -1.61 1.56 0.0426
H -0.52 0.49 0.41 -0.0015
H 2.95 1.70 -0.82 -0.0002
H 2.59 -3.66 -0.46 -0.0010
H 4.67 -3.44 0.82 0.0000
H 5.66 -1.20 1.22 -0.0001
H 5.83 2.36 1.18 0.0000
H 6.55 0.81 0.67 0.0000
H 5.53 0.88 2.13 0.0000
H 2.09 3.99 -1.68 0.0000
H 2.97 4.88 -3.82 0.0000
H 2.14 3.94 -5.96 0.0000
H 0.45 2.15 -5.94 0.0000
H -1.50 -0.48 -4.64 0.0009
H 0.13 -0.09 -5.23 -0.0002
H -1.28 0.92 -5.72 0.0000
S -3.22 -3.49 -2.51 0.0383
Sb -2.58 -5.39 -1.11 0.6212
S 0.91 -1.90 -1.81 0.0015
S -4.49 -6.01 0.05 0.1787
```

***

No. 3
Here is a gas-phase ion, HO3S3 (charge -1) at a distorted geometry from OMol25. Energies are from ωB97M-V with the def2-TZVPD basis set.

Summary:
* maximum force: 0.0369 hartree/bohr
* LUMO level: 3.6 eV
* charge: -1
* E_HOMO: -3.21 eV
* energy above the lowest of the compared OMol25 structures with the same formula, charge and spin: 1.2083 eV

XYZ file:
```
7
Properties=species:S:1:pos:R:3:lowdin_charge:R:1
O 3.80 -0.90 0.66 -0.5450
S 2.80 -0.92 -0.42 0.5521
O 1.90 -2.09 -0.39 -0.5815
S 1.31 0.81 0.55 0.1697
O -0.22 1.29 -0.11 -0.5048
S 2.37 2.32 0.09 -0.0688
H -0.50 0.43 -0.40 -0.0218
```